1.
Computed, not measured: a molecular structure, C4H9NO2, with the ωB97M-V functional and the def2-TZVPD basis.

Summary:
orbital gap = 8.8 eV
spin multiplicity = 1
relative energy (zero: lowest compared OMol25 entry of this formula, charge and spin) = 114.28 kcal/mol
E_HOMO = -8.78 eV
charge = 0
energy = -362.903416 a.u.

Each line ends with the Löwdin charge.
Positions of all 16 atoms, in Å:
C: -2.44 0.71 0.60  -0.03
C: -1.15 -0.03 0.78  -0.20
N: 0.08 0.52 0.71  0.07
C: 0.54 -0.81 -0.03  -0.68
O: 1.03 -1.68 0.67  0.02
O: 1.07 -0.37 -1.25  -0.11
C: 2.47 -0.14 -1.10  -0.07
H: -2.43 1.38 -0.26  0.09
H: -3.29 0.02 0.54  0.09
H: -2.56 1.32 1.51  0.10
H: -1.18 -0.92 1.41  0.14
H: -0.70 -1.07 -0.42  0.19
H: 0.10 1.31 0.06  0.12
H: 2.84 0.14 -2.09  0.09
H: 2.66 0.68 -0.39  0.09
H: 2.96 -1.04 -0.74  0.09


2.
Computed, not measured: C14H9N3O3S in the gas phase, with the ωB97M-V functional and the def2-TZVPD basis.

Summary:
orbital gap = 7.4 eV
spin multiplicity = 1
E_HOMO = -8.91 eV
charge = 0
energy = -1326.629007 a.u.
structure (SMILES) = O=NOc1c(CC(=O)c2ccccc2)ccc2nsnc12

Each line ends with the Löwdin charge.
Positions of all 30 atoms, in Å:
O: 3.95 -2.31 0.40  0.07
N: 4.31 -1.74 -0.59  0.01
O: 3.20 -1.27 -1.27  -0.09
C: 2.55 -0.23 -0.53  -0.11
C: 1.19 -0.55 0.16  -0.07
C: 0.58 -2.02 -0.03  -0.06
C: -0.66 -1.96 -1.08  -0.29
O: -0.68 -2.63 -2.15  0.05
C: -1.89 -1.01 -0.61  -0.12
C: -2.71 -1.57 0.61  -0.02
C: -3.87 -0.69 1.15  -0.07
C: -4.14 0.68 0.46  -0.08
C: -3.33 1.22 -0.75  -0.06
C: -2.16 0.35 -1.31  -0.02
C: 0.50 0.62 0.97  -0.01
C: 1.05 2.05 1.13  0.01
C: 2.42 2.39 0.42  -0.27
N: 3.14 3.64 0.40  -0.28
S: 4.56 3.34 -0.51  0.91
N: 4.39 1.69 -0.98  -0.26
C: 3.13 1.22 -0.40  -0.18
H: 1.35 -2.82 -0.29  0.12
H: 0.08 -2.29 0.98  0.13
H: -2.43 -2.59 1.06  0.11
H: -4.45 -1.07 2.06  0.09
H: -4.99 1.32 0.91  0.09
H: -3.56 2.26 -1.21  0.10
H: -1.52 0.71 -2.20  0.12
H: -0.50 0.39 1.49  0.10
H: 0.49 2.87 1.71  0.11


3.
Computed, not measured: 2 unconnected molecules or ions with the total composition C4H11N5O2, with the ωB97M-V functional and the def2-TZVPD basis.

Summary:
orbital gap = 9.7 eV
spin multiplicity = 1
relative energy (zero: lowest compared OMol25 entry of this formula, charge and spin) = 163.91 kcal/mol
E_HOMO = -8.91 eV
charge = 0
energy = -583.068125 a.u.
structure (SMILES) = CN/N=[N+](\[O-])O.C1=NCCN1

Each line ends with the Löwdin charge.
Positions of all 22 atoms, in Å:
C: -2.04 1.79 -0.24  -0.18
C: -1.86 0.24 -0.58  -0.13
C: -0.74 0.89 1.29  -0.28
C: 1.51 -1.83 -0.55  -0.11
N: -1.18 2.03 0.91  0.00
N: -1.21 -0.18 0.63  0.01
N: 2.17 -0.84 0.29  -0.11
N: 1.46 0.34 0.22  0.01
N: 2.11 1.30 -0.27  -0.39
O: 1.50 2.50 -0.13  0.06
O: 3.26 1.33 -0.65  0.05
H: -1.89 2.51 -1.03  0.10
H: -3.10 1.97 -0.08  0.10
H: -2.83 -0.05 -0.82  0.09
H: -1.15 0.19 -1.39  0.10
H: -0.05 0.84 2.13  0.14
H: 2.17 -2.78 -0.52  0.11
H: 0.55 -1.95 -0.01  0.05
H: 1.31 -1.40 -1.62  0.11
H: 0.57 2.50 0.28  0.10
H: -0.78 -1.05 0.72  0.07
H: 3.20 -0.69 0.19  0.12


4.
Computed, not measured: a molecular structure, C23H44NP3PbSe, with the ωB97M-V functional and the def2-TZVPD basis.

Summary:
orbital gap (spin up / spin down) = 3.5 / 3.5 eV
spin multiplicity = 1
relative energy (zero: lowest compared OMol25 entry of this formula, charge and spin) = 90.22 kcal/mol
E_HOMO (spin up / spin down) = -18.54 / -18.54 eV
charge = +4
energy = -4574.094861 a.u.

Each line ends with the Löwdin charge.
Positions of all 73 atoms, in Å:
Pb: -2.61 -2.42 -0.14  1.58
P: 0.80 -0.57 -2.56  0.78
P: 1.43 2.25 -0.88  0.95
P: -1.48 2.04 -1.75  0.89
H: -3.05 -4.79 2.10  0.14
C: -3.13 -4.31 1.08  -0.16
C: -2.21 -4.63 0.00  -0.16
H: -1.24 -5.12 0.15  0.12
C: 2.15 -1.80 -2.61  -0.27
C: 1.41 0.54 -3.89  -0.28
C: -0.42 -1.51 -3.56  -0.28
C: 1.45 3.08 0.76  -0.23
C: 3.18 1.66 -0.77  -0.20
C: 1.74 3.77 -1.87  -0.21
C: -2.92 0.90 -1.44  -0.27
C: -1.76 2.36 -3.55  -0.23
C: -2.24 3.62 -1.15  -0.23
H: -4.20 -4.14 0.83  0.10
H: -2.53 -4.64 -1.04  0.08
H: 1.83 -2.73 -2.13  0.04
H: 3.03 -1.42 -2.08  0.04
H: 2.41 -1.98 -3.66  0.07
H: 2.35 1.00 -3.55  0.03
H: 0.66 1.32 -4.09  0.02
H: 1.59 -0.04 -4.80  0.07
H: -0.62 -2.46 -3.04  0.03
H: -0.04 -1.72 -4.57  0.08
H: -1.34 -0.92 -3.64  0.02
H: 2.13 3.95 0.77  0.10
H: 1.76 2.35 1.51  0.05
H: 0.43 3.42 0.96  0.02
H: 3.88 2.50 -0.64  0.11
H: 3.43 1.13 -1.69  0.04
H: 3.26 0.98 0.09  0.05
H: 2.56 4.38 -1.44  0.09
H: 0.82 4.37 -1.90  0.05
H: 2.02 3.48 -2.89  0.06
H: -3.88 1.41 -1.66  0.10
H: -2.89 0.59 -0.39  -0.03
H: -2.83 0.01 -2.10  0.00
H: -2.73 2.84 -3.73  0.08
H: -1.72 1.42 -4.14  0.05
H: -0.96 3.01 -3.93  0.06
H: -3.06 3.93 -1.83  0.08
H: -1.49 4.41 -1.12  0.05
H: -2.64 3.48 -0.14  0.03
C: -2.70 0.19 3.03  -0.55
C: -2.57 -1.22 3.04  -0.17
C: -3.63 -2.00 3.57  -0.08
C: -4.77 -1.38 4.09  -0.02
C: -4.86 0.02 4.20  0.02
C: -3.84 0.77 3.62  -0.10
Se: -1.38 1.46 2.32  0.83
H: -2.16 2.74 2.25  -0.10
H: -1.66 -1.74 2.69  0.08
H: -3.55 -3.09 3.51  0.10
H: -5.58 -2.00 4.46  0.13
H: -5.72 0.55 4.61  0.15
H: -3.91 1.85 3.59  0.10
C: 5.62 -1.12 3.18  -0.02
C: 4.32 -1.40 2.48  -0.25
C: 3.08 -0.91 2.93  -0.02
C: 1.89 -1.17 2.22  -0.18
N: 1.89 -1.88 1.08  0.00
C: 3.04 -2.44 0.68  -0.16
C: 4.27 -2.18 1.32  0.00
H: 5.88 -0.06 3.10  0.10
H: 5.54 -1.38 4.24  0.10
H: 6.42 -1.72 2.74  0.09
H: 2.99 -0.29 3.82  0.12
H: 0.92 -0.82 2.64  0.08
H: 2.98 -3.12 -0.19  0.10
H: 5.16 -2.63 0.89  0.12


5.
Computed, not measured: 2 unconnected molecules or ions with the total composition C2H7N2S, with the ωB97M-V functional and the def2-TZVPD basis.

Summary:
orbital gap (spin up / spin down) = 6.1 / 5.9 eV
spin multiplicity = 3
relative energy (zero: lowest compared OMol25 entry of this formula, charge and spin) = 68.40 kcal/mol
E_HOMO (spin up / spin down) = -9.68 / -15.16 eV
charge = +1
energy = -587.616003 a.u.

Each line ends with the Löwdin spin population.
Positions of all 12 atoms, in Å:
C: -0.43 0.26 -0.26  0.27
C: 0.82 -0.57 -0.10  0.34
N: -1.59 -0.34 -0.49  0.10
N: -0.23 1.58 -0.26  0.12
S: 2.42 0.20 0.13  0.69
H: 0.51 -0.90 1.35  0.35
H: 0.73 -1.60 -0.47  0.04
H: -1.92 -1.20 -0.25  0.01
H: -2.34 0.21 -0.36  0.01
H: 0.76 1.75 -0.48  0.02
H: -0.91 2.33 -0.34  0.01
H: 2.59 0.64 -1.13  0.03


6.
Computed, not measured: 2 unconnected molecules or ions with the total composition CH4FOP, with the ωB97M-V functional and the def2-TZVPD basis.

Summary:
orbital gap (spin up / spin down) = 6.4 / 7.3 eV
spin multiplicity = 3
relative energy (zero: lowest compared OMol25 entry of this formula, charge and spin) = 50.88 kcal/mol
E_HOMO (spin up / spin down) = -5.76 / -10.39 eV
charge = 0
energy = -556.742986 a.u.

Each line ends with the Löwdin spin population.
Positions of all 8 atoms, in Å:
C: 0.48 -0.59 0.23  0.40
O: 0.45 0.47 -0.72  0.33
F: -2.82 0.52 -0.73  0.00
P: 1.19 1.06 0.70  1.09
H: -0.57 -0.85 0.56  0.01
H: 1.32 -1.26 0.18  0.02
H: -2.52 -0.33 -0.44  0.00
H: 2.47 0.98 0.21  0.15